{
  "formula": "C3H7N3O2S",
  "method": "the ωB97M-V functional and the def2-TZVPD basis",
  "species": ["C", "N", "C", "N", "S", "O", "O", "C", "N", "H", "H", "H", "H", "H", "H", "H"],
  "coordinates": [[0.584161, 0.248671, 2.487167], [1.181944, 0.340426, 1.193925], [0.448248, 0.065366, 0.085925], [-0.639874, -0.980548, 0.158476], [-1.470352, -0.980848, -1.171449], [-1.633072, -2.224576, -1.734817], [-2.720438, -0.327487, -0.929271], [-0.266703, 0.091854, -2.071847], [0.487143, 0.657998, -1.075217], [1.071421, -0.512400, 3.118092], [0.640479, 1.248860, 3.179364], [-0.439599, -0.177364, 2.388876], [1.851182, 1.077179, 1.072546], [-0.884992, 0.808941, -2.646196], [0.381412, -0.353544, -2.806555], [1.409040, 1.017472, -1.249017]],
  "atomic_forces_ev_per_a": [[-0.75, 0.21, 3.30], [-0.20, 0.52, -1.92], [-6.06, -5.54, 2.74], [5.44, 3.50, 1.92], [-0.29, 3.31, 1.73], [0.49, -4.34, -2.39], [-0.19, 1.41, -0.45], [-2.36, -0.12, -2.93], [2.91, 2.22, 1.11], [0.24, 0.26, -0.33], [-0.35, -2.15, -2.22], [0.54, 0.91, -0.02], [0.24, 0.19, -0.02], [0.29, -0.02, 0.51], [-0.04, -0.97, -0.25], [0.09, 0.64, -0.79]],
  "homo_lumo_gap_ev": 9.11,
  "total_charge": 0,
  "homo_energy_ev": -9.0,
  "de_lowest_ev": 0.600
}



{
  "formula": "C17H19NOTi",
  "method": "the ωB97M-V functional and the def2-TZVPD basis",
  "species": ["Ti", "O", "C", "C", "C", "C", "C", "C", "C", "C", "N", "H", "H", "H", "H", "H", "H", "H", "H", "H", "H", "H", "C", "C", "C", "C", "C", "C", "C", "C", "H", "H", "H", "H", "H", "C", "H", "H", "H"],
  "coordinates": [[1.286221, 0.383838, -0.811562], [2.936056, -0.413401, -1.786719], [3.199697, -1.550372, -0.887749], [4.025014, -1.124278, 0.309678], [3.505684, 0.113840, 1.065716], [2.205168, -0.061734, 1.825560], [2.183920, -0.368191, 3.168818], [0.967845, -0.452471, 3.824961], [-0.197969, -0.211910, 3.131672], [-0.117621, 0.077706, 1.784147], [1.059331, 0.134548, 1.146686], [3.748646, -0.076048, -2.190178], [3.671438, -2.344445, -1.450886], [2.216379, -1.925508, -0.605111], [5.042943, -0.915428, -0.025027], [4.091301, -1.978123, 0.985333], [3.414834, 0.968524, 0.389628], [4.264819, 0.426256, 1.779139], [3.119423, -0.521566, 3.693507], [0.937747, -0.694644, 4.880424], [-1.164965, -0.248925, 3.612749], [-0.992099, 0.254817, 1.181910], [-0.561875, -0.004235, -1.481634], [-1.783851, -0.006413, -1.481413], [-3.222923, -0.021055, -1.539427], [-3.950367, 1.140637, -1.262720], [-5.335759, 1.123653, -1.317137], [-6.003137, -0.049093, -1.652632], [-5.284690, -1.206699, -1.931236], [-3.899367, -1.196373, -1.873581], [-3.420040, 2.052331, -1.019449], [-5.895341, 2.026987, -1.106045], [-7.086212, -0.060110, -1.700855], [-5.805154, -2.119110, -2.197256], [-3.331575, -2.092118, -2.092447], [1.508707, 2.438808, -1.053162], [2.511670, 2.709673, -1.405582], [1.356189, 2.979878, -0.117869], [0.799918, 2.810770, -1.790239]],
  "atomic_forces_ev_per_a": [[-0.17, 1.22, -1.97], [0.32, -0.58, 0.24], [0.18, 0.39, -0.11], [0.04, 0.07, 0.05], [-0.17, -0.20, 0.08], [0.31, 0.01, 0.06], [0.24, 0.01, 0.04], [0.11, -0.10, 0.39], [-0.29, 0.07, -0.17], [-0.03, -0.11, 0.26], [-0.03, -0.41, 1.46], [-0.17, -0.01, 0.06], [0.13, -0.11, -0.16], [-0.25, -0.02, 0.03], [0.03, 0.01, 0.01], [0.01, -0.03, 0.04], [-0.02, 0.12, -0.11], [0.06, -0.05, 0.05], [-0.08, 0.01, 0.00], [0.00, 0.02, -0.04], [0.03, 0.00, 0.00], [-0.14, 0.01, -0.12], [-0.42, -0.25, 0.12], [-0.29, -0.04, -0.24], [0.19, 0.04, 0.07], [-0.03, -0.01, -0.02], [0.05, -0.06, -0.03], [0.01, -0.01, 0.00], [0.03, 0.04, 0.01], [-0.06, -0.04, 0.00], [-0.01, -0.01, 0.01], [0.04, -0.05, -0.01], [0.08, 0.00, 0.01], [0.03, 0.06, 0.02], [-0.03, 0.03, 0.01], [0.40, -0.10, -0.03], [0.05, 0.04, -0.02], [-0.06, 0.05, 0.10], [-0.12, 0.01, -0.09]],
  "homo_lumo_gap_ev": [7.28, 7.58],
  "total_charge": 1,
  "homo_energy_ev": [-10.8, -11.1],
  "de_lowest_ev": 0.000,
  "spin_multiplicity": 2,
  "s2": 0.755
}



{
  "formula": "C9H9BrSe",
  "method": "the ωB97M-V functional and the def2-TZVPD basis",
  "species": ["C", "C", "C", "C", "C", "C", "C", "C", "C", "Se", "Br", "H", "H", "H", "H", "H", "H", "H", "H", "H"],
  "coordinates": [[2.507510, -1.220145, -0.993884], [1.680480, -1.913030, -1.886006], [1.945393, -0.354701, -0.108985], [0.286629, -1.717311, -1.894702], [0.583512, 0.030726, -0.233490], [-0.216124, -0.703225, -1.053540], [0.172615, 0.896362, 0.888902], [-2.245801, 0.348474, 0.696490], [-2.990122, 1.522736, 0.923166], [-2.187008, -0.519657, -1.030432], [-5.025286, 1.050558, 1.234869], [3.449505, -1.542010, -1.001588], [2.165234, -2.739864, -2.535890], [2.443599, 0.053637, 0.669055], [-0.494209, -2.233690, -2.344014], [0.148436, 0.585163, 1.915463], [0.406054, 2.003770, 0.809296], [-2.134555, -0.546632, 1.357165], [-3.178823, 2.179351, 0.158277], [-2.938680, 1.926733, 2.017464]],
  "atomic_forces_ev_per_a": [[-3.74, -0.24, -0.89], [-0.58, -1.68, -1.49], [-2.06, -0.04, -2.45], [1.92, 1.96, 1.80], [1.35, -0.59, 2.27], [-1.42, -0.66, -0.91], [-3.03, 1.67, -1.00], [3.85, -2.27, -0.53], [-1.95, -0.43, 4.93], [0.90, 0.76, -0.09], [0.11, -0.26, -0.26], [3.88, -0.76, 0.44], [-1.00, 1.54, 1.08], [1.95, 1.27, 2.17], [-0.50, -1.45, -1.43], [0.27, -0.57, 0.16], [-0.49, -1.35, -0.06], [-0.49, 1.70, 0.31], [0.40, 1.70, -1.63], [0.63, -0.29, -2.43]],
  "homo_lumo_gap_ev": [7.19, 7.38],
  "total_charge": 0,
  "homo_energy_ev": [-8.1, -8.1],
  "de_lowest_ev": 3.037
}



Question: Number 3 is which compound?
Answer: C9H9BrSe